# 1
85
Properties=species:S:1:pos:R:3:forces:R:3:lowdin_charge:R:1 method="wB97M-V/def2-TZVPD" charge=0 multiplicity=3 e_above_lowest_kcal_mol=50.4 orbital_gap_ha="0.2058 / 0.2493" total_energy_ev=-74655.3092
Mo 0.4490 0.4704 -1.1166 -3.42 0.33 -1.30 2.011
N -0.9800 -1.6019 -0.9579 -0.23 0.40 -0.19 0.022
C -0.3839 -2.4759 -1.9687 -0.06 -0.29 -0.50 -0.121
C -0.0472 -1.6518 -3.2170 -0.47 -1.30 0.47 -0.523
O -0.0897 -2.1399 -4.3283 0.14 0.24 0.20 0.096
N 0.3202 -0.3822 -2.9255 0.61 0.61 -0.02 -0.150
C 0.4774 0.4781 -4.0698 -0.09 0.63 -0.31 -0.096
C 0.2662 1.9185 -3.5808 0.21 -0.50 -2.08 -0.562
O 0.1600 2.8653 -4.3148 0.01 -0.18 0.40 0.120
O 0.2350 1.9611 -2.2802 0.27 1.46 0.39 -0.207
H -1.1111 -2.1026 -0.0762 0.14 0.32 -0.07 0.100
H -1.8974 -1.3256 -1.3010 0.12 -0.07 0.19 0.088
H -1.0602 -3.2821 -2.2812 0.21 0.13 0.08 0.135
H 0.5401 -2.9175 -1.5773 -0.11 0.04 -0.06 0.118
H -0.2551 0.2373 -4.8474 0.16 0.04 0.17 0.138
H 1.4798 0.4037 -4.5114 -0.10 0.01 0.06 0.140
C 5.8420 -0.8495 -2.6593 -0.10 -0.02 -0.07 -0.080
C 4.5721 -1.3534 -2.9037 0.22 0.08 -0.03 -0.066
C 3.4513 -0.7055 -2.4216 -0.11 0.20 0.16 -0.025
C 3.5847 0.4691 -1.6690 1.24 -0.85 -0.61 -0.246
C 4.8782 0.9589 -1.4125 -0.35 0.12 0.10 -0.019
C 5.9856 0.3112 -1.9112 0.05 -0.11 -0.10 -0.079
N 2.4776 1.1139 -1.1555 -1.09 0.99 0.70 -0.095
N 2.7521 2.1874 -0.4618 0.80 -0.23 -0.44 0.079
C 1.7487 2.7160 0.2232 -0.66 0.26 0.33 -0.332
C 1.9784 3.9005 0.9588 -0.23 -0.09 -0.03 0.013
C 0.9614 4.4358 1.6999 0.03 -0.23 -0.19 -0.048
C -0.2851 3.7912 1.6950 0.04 -0.19 -0.12 -0.042
C -0.4403 2.6379 0.9622 -0.72 0.17 0.45 -0.125
N 0.5387 2.0776 0.2462 0.70 0.62 0.25 -0.047
H 6.7103 -1.3512 -3.0583 0.07 -0.07 0.00 0.102
H 4.4552 -2.2560 -3.4838 -0.05 -0.08 -0.04 0.109
H 2.4744 -1.1177 -2.6246 0.06 0.04 0.02 0.084
H 4.9740 1.8503 -0.8133 0.10 0.01 -0.05 0.099
H 6.9709 0.7141 -1.7210 0.02 0.01 0.04 0.105
H 2.9536 4.3519 0.8953 0.13 0.02 0.00 0.116
H 1.1071 5.3362 2.2750 0.04 0.11 0.03 0.111
H -1.1169 4.1955 2.2485 -0.11 -0.06 0.04 0.107
H -1.3855 2.1121 0.9345 0.02 0.06 0.00 0.105
O 0.2662 -0.1254 1.8674 -0.01 -0.09 0.21 -0.014
C 0.9970 -1.3351 2.0848 0.13 0.01 -0.17 -0.308
C 1.5700 -1.7202 0.6916 0.41 -1.38 1.16 -0.505
O 2.2072 -2.7287 0.4986 -0.31 0.60 0.01 0.140
O 1.2872 -0.8427 -0.2113 1.83 -1.46 0.70 -0.253
C 0.0244 -2.3809 2.6124 0.06 -0.10 -0.15 -0.147
C -0.7689 -2.0571 3.7117 0.09 -0.07 -0.08 -0.033
C -1.7823 -2.9040 4.1224 0.00 0.13 0.08 -0.066
C -2.0185 -4.0871 3.4430 0.00 -0.12 -0.02 -0.079
C -1.2048 -4.4399 2.3812 -0.15 -0.02 0.05 -0.064
C -0.1895 -3.5933 1.9684 0.07 0.02 0.04 -0.027
C 2.2186 -1.0509 2.9463 -0.10 0.04 0.16 -0.134
C 3.0766 -0.0453 2.5090 -0.01 0.03 0.03 -0.009
C 4.1942 0.2922 3.2473 -0.03 0.03 -0.05 -0.059
C 4.4583 -0.3697 4.4357 0.05 -0.07 0.09 -0.079
C 3.6151 -1.3776 4.8681 0.04 -0.01 0.09 -0.069
C 2.4991 -1.7259 4.1245 -0.11 0.03 -0.16 -0.010
H 0.0274 0.2463 2.7253 0.05 -0.01 -0.05 0.113
H -0.5950 -1.1404 4.2589 -0.01 0.10 0.04 0.121
H -2.3961 -2.6305 4.9685 -0.04 0.00 0.05 0.107
H -2.8277 -4.7326 3.7456 -0.07 -0.09 0.06 0.105
H -1.3628 -5.3713 1.8590 -0.03 -0.10 -0.03 0.108
H 0.4511 -3.8933 1.1556 0.04 -0.03 -0.09 0.107
H 2.8599 0.4742 1.5848 0.04 0.06 -0.04 0.102
H 4.8566 1.0696 2.8976 0.06 0.07 -0.04 0.107
H 5.3252 -0.1074 5.0221 0.10 0.04 0.05 0.104
H 3.8185 -1.8977 5.7924 0.05 -0.04 0.06 0.106
H 1.8511 -2.5187 4.4641 -0.07 -0.09 0.02 0.116
O -2.2631 0.2066 -2.9716 -0.39 -0.06 -0.31 0.078
C -2.5339 0.7762 -1.9271 -0.53 -0.20 -0.46 -0.586
O -1.7172 1.0074 -0.9751 1.13 0.10 0.90 -0.141
C -3.9811 1.1437 -1.6644 -0.07 0.01 -0.05 -0.073
C -4.3587 2.2188 -0.8767 -0.18 0.07 0.10 0.089
C -5.7122 2.4977 -0.7042 0.54 -1.07 -0.75 -0.117
C -6.6982 1.7060 -1.2741 -0.13 0.08 0.04 0.100
C -6.2989 0.6158 -2.0297 1.08 0.71 0.49 -0.114
C -4.9547 0.3416 -2.2482 -0.24 0.03 -0.02 0.090
N -7.2918 -0.2787 -2.5841 -0.30 -0.31 -0.13 -0.360
O -6.8965 -1.3446 -3.0031 -0.02 -0.21 -0.15 0.095
O -8.4453 0.0868 -2.5747 -0.29 0.09 -0.01 0.099
N -6.0900 3.6265 0.1122 -0.15 0.45 0.38 -0.359
O -7.2588 3.9433 0.1250 -0.16 0.09 0.05 0.099
O -5.2079 4.1773 0.7400 0.02 0.14 0.08 0.084
H -3.6219 2.8525 -0.4073 0.05 -0.01 0.01 0.128
H -7.7449 1.9251 -1.1229 0.02 0.00 0.00 0.135
H -4.6705 -0.4904 -2.8750 0.04 -0.01 0.01 0.135



# 2
73
Properties=species:S:1:pos:R:3:forces:R:3:lowdin_charge:R:1 method="wB97M-V/def2-TZVPD" charge=+1 orbital_gap_ha=0.2534 total_energy_ev=-53052.3559
C 1.1912 2.3919 0.3533 -1.64 0.41 -2.44 0.028
C 0.4254 2.7911 -0.8940 0.55 -0.62 2.60 -0.134
C -1.0100 3.5853 -0.6464 2.14 -0.16 -0.25 -0.128
N -2.1799 2.9315 -1.3630 -0.84 -0.76 -0.50 -0.128
C -3.4295 3.8028 -1.3076 -2.06 1.23 -0.25 -0.089
C -4.0621 3.8142 0.2195 -0.74 1.08 -0.98 -0.149
O -4.4447 2.4707 0.6813 2.85 0.25 -1.14 -0.158
C -3.2039 1.6367 0.6702 0.35 0.58 0.53 -0.087
C -2.5127 1.5282 -0.8276 -0.25 -1.24 1.39 -0.234
N -3.4517 0.9197 -1.8811 1.27 -7.11 2.41 0.123
C -3.5222 -0.4644 -1.6782 -5.89 -2.08 1.67 0.027
O -4.1104 -1.6611 -1.4012 5.70 10.49 -1.78 0.028
H 2.2081 2.8997 0.6721 -1.53 -2.25 -1.32 0.088
H 0.7138 1.4862 0.9618 0.55 3.17 -0.14 0.097
H 0.7884 2.5261 -1.9877 -0.25 1.98 2.27 0.120
H -0.8677 4.6479 -1.1694 -0.27 -2.33 1.20 0.163
H -1.2557 3.7714 0.4874 0.58 -0.66 -2.40 0.136
H -1.9525 2.7868 -2.3828 -0.02 0.24 1.20 0.195
H -4.2665 3.4275 -2.0675 2.07 0.40 1.70 0.163
H -3.1291 4.8889 -1.6960 -0.56 -2.35 1.16 0.163
H -3.3176 4.3871 0.9190 -1.42 -1.33 -0.96 0.134
H -5.0742 4.4425 0.1515 2.34 -1.45 0.21 0.168
H -2.4853 2.1530 1.4676 -1.08 -1.21 -1.89 0.150
H -3.3789 0.5428 1.0486 -0.16 2.20 -0.84 0.157
H -1.5649 0.8447 -0.7075 -1.46 1.94 -0.36 0.175
C -4.4677 -2.6085 -5.3095 0.26 -0.31 -0.19 -0.050
C -4.2176 -2.6385 -3.9378 0.15 -0.24 -0.27 -0.080
C -3.2946 -3.5462 -3.4159 -0.16 0.19 -0.11 0.000
C -2.6279 -4.4357 -4.2673 -0.47 0.48 0.00 -0.080
C -2.8962 -4.4222 -5.6355 -0.44 0.53 0.15 -0.081
C -3.8098 -3.4985 -6.1596 -0.16 0.22 0.17 0.011
C -2.2358 -5.3890 -6.5362 -0.20 -0.11 -1.55 -0.277
O -2.4683 -5.3756 -7.7387 0.12 0.05 0.80 0.104
C -1.2987 -6.3773 -5.9659 0.37 -0.52 -0.10 -0.087
C -0.7098 -7.3369 -6.7997 0.21 -0.22 0.10 0.011
C 0.1879 -8.2668 -6.2708 -0.25 0.31 -0.04 -0.051
C 0.5066 -8.2353 -4.9135 -0.20 0.28 0.13 -0.053
C -0.0828 -7.2840 -4.0796 0.12 -0.21 -0.18 0.007
C -0.9948 -6.3594 -4.6055 0.39 -0.46 -0.03 -0.089
C -1.6400 -5.3801 -3.7088 0.41 -0.12 1.41 -0.278
O -1.3640 -5.3548 -2.5149 -0.18 0.07 -0.68 0.094
H -5.1803 -1.8949 -5.7174 0.12 -0.16 0.05 0.109
H -4.7398 -1.9534 -3.2736 0.00 -0.47 -0.61 0.074
H -3.1006 -3.5604 -2.3447 0.08 -0.20 -0.38 0.106
H -4.0142 -3.4730 -7.2285 0.16 -0.16 0.24 0.124
H -0.9508 -7.3663 -7.8612 -0.04 0.16 0.29 0.124
H 0.6400 -9.0144 -6.9191 -0.10 0.16 0.11 0.111
H 1.2114 -8.9550 -4.5026 -0.14 0.15 -0.06 0.110
H 0.1671 -7.2687 -3.0200 -0.19 0.12 -0.25 0.122
C 1.0688 1.5284 7.2322 0.20 0.09 -0.29 -0.058
C 1.8393 1.8073 8.3607 0.30 0.14 -0.16 -0.049
C 3.1175 2.3495 8.2170 -0.28 -0.12 0.05 0.014
C 3.6320 2.6026 6.9396 -0.50 -0.24 0.37 -0.083
C 2.8711 2.3010 5.8108 -0.47 -0.19 0.28 -0.088
C 1.5817 1.7733 5.9576 -0.09 -0.05 0.33 -0.002
C 3.4229 2.5175 4.4578 -0.56 -0.23 -0.82 -0.278
O 2.7539 2.2561 3.4657 0.13 0.12 0.20 0.061
C 4.7948 3.0450 4.3178 0.44 0.13 -0.41 -0.088
C 5.3517 3.2007 3.0417 0.35 0.16 0.00 0.000
C 6.6437 3.7115 2.8998 -0.37 -0.12 0.12 -0.055
C 7.3778 4.0762 4.0280 -0.24 -0.08 0.27 -0.049
C 6.8277 3.9169 5.3008 0.10 0.01 -0.28 0.015
C 5.5371 3.3910 5.4460 0.52 0.21 -0.39 -0.082
C 4.9778 3.1930 6.7978 0.90 0.42 1.36 -0.275
O 5.6242 3.5088 7.7901 -0.49 -0.24 -0.75 0.108
H 0.0691 1.1144 7.3444 0.19 0.07 -0.03 0.108
H 1.4444 1.6046 9.3538 0.09 0.05 -0.19 0.112
H 3.7113 2.5695 9.1027 -0.02 0.02 -0.33 0.126
H 0.9766 1.5480 5.0812 0.29 0.09 0.12 0.114
H 4.7840 2.9215 2.1555 0.03 0.02 0.33 0.110
H 7.0761 3.8267 1.9082 -0.09 -0.03 0.19 0.109
H 8.3815 4.4809 3.9175 -0.20 -0.08 0.04 0.112
H 7.4087 4.1992 6.1772 -0.29 -0.14 -0.11 0.126



# 3
81
Properties=species:S:1:pos:R:3:forces:R:3:lowdin_charge:R:1 method="wB97M-V/def2-TZVPD" charge=+1 e_above_lowest_kcal_mol=35.4 orbital_gap_ha=0.1633 total_energy_ev=-112349.9251
Pt 0.0889 -0.9748 0.6237 0.56 1.09 -0.12 1.103
N -1.0607 -8.9605 -5.5778 0.01 -0.02 0.00 0.173
C -1.0041 -8.0328 -4.9041 0.01 0.28 0.22 -0.168
C -0.9359 -6.8599 -4.0565 -0.07 -0.23 -0.23 -0.215
C -2.1010 -6.1662 -3.7410 -0.03 0.02 0.01 -0.003
C -2.0348 -5.0441 -2.9324 0.00 -0.01 0.02 -0.007
C -0.8073 -4.6102 -2.4405 -0.03 -0.01 0.16 -0.187
C 0.3550 -5.2979 -2.7717 0.05 -0.05 0.02 -0.007
C 0.2929 -6.4250 -3.5739 0.09 0.02 0.01 -0.005
C -0.7248 -3.4257 -1.5399 -0.18 -0.11 0.04 -0.060
C -1.2343 -3.5353 -0.2422 0.19 0.14 -0.01 -0.249
C -1.9919 -4.5872 0.3000 -0.15 -0.14 0.10 0.009
C -2.3711 -4.2120 1.5779 -0.02 -0.18 -0.09 -0.045
C -1.8067 -2.9599 1.8108 0.15 0.06 -0.26 -0.155
N -1.1188 -2.5399 0.7321 -0.31 -0.51 0.26 -0.160
C -0.1701 -2.2676 -2.0565 -0.04 0.31 -0.17 -0.316
C 0.3283 -2.0527 -3.3586 0.03 -0.05 -0.03 0.026
C 0.7243 -0.7302 -3.4423 -0.06 -0.02 -0.03 -0.020
C 0.4608 -0.1570 -2.1980 -0.29 0.09 0.05 -0.104
N -0.1049 -1.0508 -1.3650 0.52 -0.34 -0.50 -0.151
H -3.0509 -6.5105 -4.1258 0.00 0.02 -0.01 0.128
H -2.9363 -4.4976 -2.6853 0.00 -0.02 0.00 0.132
H 1.3076 -4.9583 -2.3839 -0.01 -0.01 -0.01 0.125
H 1.1916 -6.9702 -3.8270 0.00 0.01 0.00 0.127
H -2.2475 -5.5022 -0.2107 0.01 0.05 -0.01 0.121
H -2.9770 -4.7708 2.2724 0.00 0.04 -0.03 0.108
H -1.8700 -2.3679 2.7067 0.05 0.01 0.03 0.058
H 0.3651 -2.8008 -4.1350 -0.05 0.05 -0.01 0.127
H 1.1354 -0.2156 -4.2952 -0.03 -0.01 0.01 0.114
H 0.6130 0.8647 -1.8961 0.12 0.01 0.06 0.121
O 2.2556 4.7139 0.4933 0.02 -0.10 -0.01 0.053
C 3.0277 3.7726 -0.0705 -0.11 0.18 0.07 -0.267
C 4.2415 4.1971 -0.6160 0.06 0.00 -0.03 -0.007
C 5.0963 3.2996 -1.2161 0.03 -0.02 -0.01 -0.074
C 4.7742 1.9428 -1.2666 -0.01 0.03 0.02 -0.090
C 3.5839 1.5177 -0.7157 -0.07 0.09 0.11 -0.049
C 2.6771 2.4139 -0.1242 0.12 -0.46 0.12 -0.077
C 1.4008 1.8768 0.4337 0.17 0.13 -0.09 -0.466
O 1.3147 0.5784 0.4111 0.69 -0.23 -0.12 -0.368
N 0.5389 2.7358 0.8556 -0.14 0.74 -0.12 0.000
N -0.6751 2.2684 1.2878 -0.40 -1.07 0.12 -0.087
C -1.5278 3.1683 1.5717 0.25 0.23 -0.10 -0.919
S -3.0977 2.7726 2.2567 0.16 -0.08 -0.04 0.910
C -3.7747 4.4377 2.0299 -0.03 -0.05 0.01 -0.527
C -2.6545 5.4247 2.2886 0.09 -0.08 -0.11 -0.518
S -1.2235 4.8818 1.3138 -0.05 0.15 0.12 0.952
H 1.4315 4.2638 0.7908 -0.09 0.02 0.00 0.033
H 4.4812 5.2505 -0.5518 -0.02 -0.02 -0.02 0.123
H 6.0233 3.6539 -1.6496 -0.01 -0.01 0.03 0.108
H 5.4485 1.2346 -1.7302 -0.02 0.01 0.00 0.100
H 3.3282 0.4671 -0.7194 -0.08 -0.02 -0.10 0.076
H -4.5956 4.5561 2.7359 0.00 0.00 -0.01 0.081
H -4.1525 4.5255 1.0129 -0.04 0.06 0.00 0.078
H -2.3728 5.4382 3.3398 -0.06 0.05 0.03 0.078
H -2.9138 6.4314 1.9649 -0.03 0.00 0.01 0.082
S -0.0768 -0.5364 2.9309 0.25 -0.62 0.62 0.638
C 1.4445 -0.2857 3.7278 -0.11 0.26 -0.60 -1.000
N 1.9309 -1.1334 4.6000 -0.16 0.04 0.62 -0.013
C 2.9103 -0.5820 5.5539 0.11 -0.05 -0.13 -0.163
C 3.5540 0.6040 4.8370 -0.07 -0.04 -0.03 -0.356
S 2.3169 1.1723 3.6221 0.01 0.09 -0.13 1.065
H 1.3674 -1.9384 4.8451 0.09 -0.06 -0.11 0.154
H 3.6537 -1.3277 5.8207 0.06 -0.11 -0.05 0.116
H 2.3860 -0.2716 6.4587 -0.08 0.03 -0.03 0.133
H 4.4592 0.3204 4.3092 0.05 -0.04 -0.04 0.070
H 3.7762 1.4199 5.5183 0.02 0.00 0.01 0.091
O 6.3380 -4.6938 4.5253 -0.09 -0.02 -0.09 0.150
C 5.7811 -3.4741 4.5199 0.06 0.03 0.22 -0.487
O 6.0264 -2.6801 5.3842 -0.08 0.07 -0.10 0.139
C 4.8245 -3.1666 3.4059 -0.12 0.01 0.02 -0.136
C 3.7357 -3.9989 3.1489 0.00 -0.01 -0.01 -0.012
C 2.8305 -3.6577 2.1587 -0.01 -0.01 -0.09 -0.077
C 3.0335 -2.5043 1.3912 -0.03 0.05 0.33 -0.611
S 2.0608 -2.2045 -0.0181 -0.90 0.16 0.25 0.916
C 4.1229 -1.6703 1.6636 -0.02 0.09 -0.05 -0.067
C 5.0021 -1.9922 2.6833 0.04 0.04 -0.06 -0.005
H 6.1025 -5.1864 3.7274 0.04 0.00 0.04 0.124
H 3.5933 -4.9050 3.7271 -0.01 0.02 -0.02 0.131
H 1.9782 -4.2908 1.9437 0.01 0.00 0.01 0.115
H 4.2810 -0.7897 1.0512 -0.04 0.02 0.07 0.107
H 5.8471 -1.3517 2.9043 0.01 -0.03 -0.01 0.134